46
Properties=species:S:1:pos:R:3:nbo_charge:R:1 method="wB97M-V/def2-TZVPD" orbital_gap_ev=8.22 total_charge=-4 lumo_energy_ev=6.72 relative_energy_kcal_mol=57.48
Na -1.38 -0.65 -0.04 0.984
N -3.09 -3.74 -1.00 -1.098
S -2.77 -5.14 -0.98 2.412
O -1.52 -5.65 -1.53 -0.908
O -3.87 -6.11 -0.99 -0.946
F -2.34 -5.12 0.60 -0.543
S -3.51 -3.80 -2.63 2.355
O -4.90 -3.94 -2.94 -0.907
O -2.47 -4.25 -3.55 -0.843
F -3.46 -2.22 -2.75 -0.517
N 2.17 -2.05 -4.84 -1.027
S 1.44 -0.49 -4.89 2.322
O 2.13 0.49 -5.66 -0.901
O 0.56 -0.11 -3.75 -0.868
F 0.32 -1.01 -5.97 -0.532
S 2.87 -1.68 -3.53 2.361
O 1.99 -2.00 -2.38 -0.918
O 3.82 -0.57 -3.40 -0.901
F 3.87 -2.96 -3.55 -0.532
N 3.77 -2.20 4.23 -1.111
S 4.58 -1.26 3.10 2.366
O 3.90 -0.77 1.88 -0.850
O 5.97 -1.65 3.03 -0.933
F 4.63 0.12 3.96 -0.517
S 2.83 -2.86 3.21 2.459
O 3.36 -3.66 2.15 -0.941
O 1.68 -2.08 2.89 -0.942
F 2.26 -4.03 4.14 -0.528
N -3.59 1.19 1.97 -1.099
S -4.03 2.85 1.54 2.395
O -3.29 3.92 2.13 -0.872
O -5.40 3.08 1.19 -0.917
F -3.31 2.69 0.07 -0.522
S -3.18 1.48 3.45 2.392
O -4.15 2.23 4.24 -0.957
O -1.75 1.56 3.91 -0.879
F -3.63 0.01 3.93 -0.534
N 2.01 5.65 -0.08 -1.082
S 1.26 6.12 1.39 2.354
O 0.99 5.07 2.36 -0.884
O 0.26 7.19 1.25 -0.918
F 2.53 6.85 2.02 -0.517
S 0.75 5.05 -0.71 2.386
O -0.27 5.97 -1.15 -0.921
O 0.44 3.66 -0.22 -0.890
F 1.52 4.84 -2.11 -0.527